The ion C4H10NOS with charge -1 in a non-equilibrium geometry. Source: the Open Molecules 2025 dataset; level of theory: ωB97M-V/def2-TZVPD.

HOMO energy   -2.5707 eV
E_LUMO   3.21 eV
Gap between HOMO and LUMO   5.78 eV
Strongest force on any atom   4.9 eV/Å
SMILES   [O-]CNCCCS

```
! wB97M-V def2-TZVPD RIJCOSX def2/J DEFGRID3
* xyz -1 1
S 0.378 -2.043 0.756
O -0.577 2.587 1.675
N 0.192 1.514 -0.510
C -0.972 1.789 0.620
C 0.241 -0.612 -1.661
C 1.069 0.513 -1.062
C -0.597 -1.394 -0.630
H 0.709 2.173 -0.102
H -1.555 -0.865 -0.449
H -1.248 0.770 1.059
H 1.862 0.079 -0.371
H 1.567 0.976 -1.944
H -0.287 -0.271 -2.529
H -0.503 -1.678 1.748
H 1.027 -1.420 -1.942
H -1.860 2.194 0.065
H -0.938 -2.334 -1.072
*
```



A cluster of 2 separate species, C6H12O in total in a non-equilibrium geometry. Source: the Open Molecules 2025 dataset; level of theory: ωB97M-V/def2-TZVPD.

HOMO energy   -8.7360 eV
E_LUMO   0.80 eV
Gap between HOMO and LUMO   9.53 eV
Strongest force on any atom   1.9 eV/Å
SMILES   C=C(C)C(=C)C.O

```
! wB97M-V def2-TZVPD RIJCOSX def2/J DEFGRID3
* xyz 0 1
O -2.598 1.410 0.288
C 0.719 0.467 -0.075
C 0.563 1.445 0.813
C -0.189 -1.918 -0.580
C 0.655 0.726 -1.562
C 1.033 -1.403 1.482
C 0.476 -0.953 0.359
H -0.398 0.797 -1.832
H 0.159 -1.825 -1.607
H 1.179 1.645 -1.821
H -1.743 1.864 0.239
H 1.534 -0.752 2.186
H 0.975 -2.441 1.764
H 1.131 -0.061 -2.144
H -3.060 1.957 0.934
H -1.268 -1.730 -0.636
H 0.539 2.496 0.565
H 0.370 1.218 1.854
H -0.075 -2.941 -0.229
*
```



A structure of composition C50H50AsF7N2O8P2RbS in a non-equilibrium geometry. Source: the Open Molecules 2025 dataset; level of theory: ωB97M-V/def2-TZVPD.

HOMO energy (spin up / spin down)   -2.3663 / -2.4018 eV
E_LUMO (spin up / spin down)   3.33 / 3.33 eV
Gap between HOMO and LUMO (spin up / spin down)   5.70 / 5.73 eV
Strongest force on any atom   1.4 eV/Å

```
! wB97M-V def2-TZVPD RIJCOSX def2/J DEFGRID3
* xyz -2 2
Rb 0.622 1.495 1.860
As 3.220 -2.143 -5.396
S -0.782 -0.929 4.158
P 1.080 3.562 4.994
P 1.929 -1.440 -0.998
F 0.537 -0.947 -1.885
F 1.967 2.221 4.831
F 0.155 4.881 5.141
F 2.128 4.374 4.093
F 0.248 3.164 3.645
F 1.878 3.953 6.336
F -0.006 2.720 5.867
O -1.944 2.629 0.931
O -4.808 6.773 -2.707
O 0.319 -0.004 3.855
O 0.661 3.103 -0.270
O -3.001 6.479 -3.837
O -0.859 -1.669 2.542
O 2.544 0.296 0.815
O 2.929 -0.811 4.813
N -3.702 6.250 -2.852
N 1.684 0.037 -0.122
C 1.785 -4.263 -1.076
C -1.120 -0.570 5.941
C -5.395 -1.989 1.345
C 4.029 -2.805 2.306
C -0.925 -4.421 -0.526
C 2.351 -1.285 -8.042
C 5.374 -2.665 1.975
C -1.952 4.808 -1.951
C 1.921 -1.790 -6.815
C 4.093 -0.392 -5.413
C 1.153 -5.502 -1.053
C -0.205 -5.584 -0.772
C -3.432 -0.756 2.893
C -2.384 -0.060 3.679
C 1.451 -1.076 -9.079
C 5.477 -0.325 -5.282
C -3.924 4.640 3.918
C -0.298 -3.180 -0.584
C 3.999 2.023 -5.360
C -1.520 -2.920 2.414
C -2.288 3.519 0.131
C -1.458 3.953 -0.993
C -5.304 -2.267 2.703
C -3.532 -0.473 1.532
C 5.383 2.080 -5.227
C -4.509 -1.087 0.763
C 6.123 0.906 -5.190
C -3.588 4.166 0.218
C -5.644 3.078 3.318
C 1.069 -3.084 -0.860
C -4.031 5.038 -0.724
C 3.376 -2.014 0.095
C 2.858 -1.497 -2.599
C -0.059 3.529 -1.143
C -2.359 1.243 3.968
C 2.043 -1.824 -3.848
C 4.726 -1.854 -0.202
C 0.104 -1.376 -8.904
C -3.408 2.277 3.781
C -0.043 -2.515 4.738
C -4.324 -1.648 3.473
C 5.718 -2.185 0.720
C -5.242 4.386 3.562
C -3.223 5.359 -1.844
C 3.359 0.795 -5.454
C 0.571 -2.091 -6.650
C -4.738 2.032 3.425
C -3.018 3.595 4.033
C 3.053 -2.487 1.374
C -0.333 -1.884 -7.688
H 2.005 -2.568 1.655
H -1.450 1.637 4.425
H -5.080 1.025 3.227
H 2.852 -4.211 -1.260
H -4.578 -0.860 -0.294
H 3.617 -0.321 4.351
H -5.996 -2.962 3.164
H -1.985 3.802 4.299
H -4.207 3.899 1.070
H -1.415 0.465 6.077
H 6.145 -2.904 2.700
H 3.647 -2.239 -2.471
H 5.026 -1.440 -1.159
H 1.799 -0.669 -10.022
H 6.052 -1.242 -5.240
H -3.592 5.656 4.098
H 0.212 -2.471 -5.701
H -0.803 -3.700 2.135
H -0.733 -3.072 5.377
H 3.398 -1.038 -8.183
H -0.859 -2.270 -0.411
H -4.255 -1.855 4.538
H 3.346 -0.524 -2.700
H 3.744 -3.122 3.304
H 5.881 3.039 -5.138
H -2.844 0.248 1.095
H -6.159 -2.470 0.742
H 3.415 2.937 -5.372
H 0.342 3.656 -2.174
H -1.985 -4.477 -0.296
H -1.382 -2.109 -7.539
H -6.669 2.869 3.033
H -5.949 5.203 3.461
H -0.602 -1.204 -9.709
H -2.283 -2.860 1.636
H -0.700 -6.550 -0.741
H 1.341 -1.031 -4.089
H 7.200 0.946 -5.078
H 2.107 -0.400 4.492
H 1.725 -6.403 -1.238
H -0.205 -0.769 6.507
H -5.009 5.495 -0.649
H -1.338 5.076 -2.804
H -1.930 -1.240 6.261
H -2.021 -3.246 3.334
H 6.763 -2.049 0.460
H 0.303 -3.110 3.900
H 0.805 -2.143 5.318
H 1.465 -2.734 -3.688
H 2.279 0.758 -5.547
*
```



A structure of composition C25H36BCrNO7S3 in a non-equilibrium geometry. Source: the Open Molecules 2025 dataset; level of theory: ωB97M-V/def2-TZVPD.

HOMO energy (spin up / spin down)   -6.5527 / -6.5528 eV
E_LUMO (spin up / spin down)   -0.76 / -0.91 eV
Gap between HOMO and LUMO (spin up / spin down)   5.79 / 5.64 eV
Strongest force on any atom   1.1 eV/Å

```
! wB97M-V def2-TZVPD RIJCOSX def2/J DEFGRID3
* xyz 0 5
Cr -0.390 2.383 -0.017
S 0.265 4.503 -0.952
S 1.959 5.790 1.253
S -0.245 1.596 -2.312
O 1.401 1.511 0.914
O 1.167 -1.897 1.623
O -1.416 0.723 0.697
O 0.599 6.967 -0.652
O -0.386 2.854 2.361
O 0.688 -1.863 -0.707
O -2.477 3.322 0.918
N -2.705 0.689 -2.102
C 3.520 -6.073 -2.422
C 2.378 -6.471 -1.478
C 0.917 5.827 -0.030
C -0.953 4.123 2.640
C -2.656 2.997 -2.533
C -2.547 0.962 1.526
C 1.727 0.241 0.254
C 2.050 -5.289 -0.565
C 2.065 -4.178 1.610
C -4.748 1.768 -2.501
C -4.018 2.966 -2.651
C 1.153 -6.853 -2.319
C 2.330 -5.291 0.791
C 1.199 8.186 -0.207
C 2.811 -7.706 -0.688
C 1.481 -4.130 -1.135
C 1.476 1.415 2.325
C 0.946 2.707 2.876
C -1.935 1.804 -2.268
C -2.377 4.116 2.102
C -4.052 0.632 -2.220
C 1.513 -3.064 1.035
C -3.299 2.168 1.028
C 1.226 -3.046 -0.335
C -0.851 -0.617 0.953
B 0.689 -0.983 0.514
H -2.085 3.910 -2.634
H -5.821 1.733 -2.604
H 2.050 -8.008 0.033
H 1.257 -4.071 -2.192
H -0.946 -0.773 2.032
H 3.743 -7.536 -0.148
H 3.242 -5.216 -3.037
H 2.766 -6.165 1.252
H -4.545 3.884 -2.877
H -0.975 4.296 3.722
H -4.503 -0.338 -2.080
H -4.148 2.359 1.693
H 4.412 -5.800 -1.855
H 0.854 -6.049 -2.992
H 0.906 8.403 0.820
H 1.378 -7.730 -2.930
H 2.975 -8.537 -1.377
H 2.290 -4.200 2.668
H -3.700 1.992 0.031
H 0.300 -7.089 -1.680
H -3.212 0.091 1.481
H 3.775 -6.901 -3.088
H -1.538 -1.318 0.461
H 2.285 8.117 -0.257
H -0.346 4.904 2.177
H 0.914 2.676 3.971
H -2.208 1.086 2.560
H 1.547 3.555 2.545
H 0.896 0.557 2.680
H -2.180 -0.160 -1.913
H -3.081 3.734 2.845
H 2.517 1.267 2.633
H 1.793 0.496 -0.803
H -2.669 5.136 1.844
H 2.734 -0.041 0.582
H 0.823 8.942 -0.891
*
```



A cluster of 2 separate species, ClH3N2O2S in total in a non-equilibrium geometry. Source: the Open Molecules 2025 dataset; level of theory: ωB97M-V/def2-TZVPD.

HOMO energy (spin up / spin down)   -10.2902 / -10.3402 eV
E_LUMO (spin up / spin down)   -2.15 / -2.33 eV
Gap between HOMO and LUMO (spin up / spin down)   8.14 / 8.01 eV
Strongest force on any atom   3.6 eV/Å
SMILES   NN=S(=O)=O.Cl

```
! wB97M-V def2-TZVPD RIJCOSX def2/J DEFGRID3
* xyz 0 1
Cl -0.114 0.181 -3.121
S 0.359 1.158 0.757
O 0.981 2.028 -0.176
O 1.150 0.579 1.815
N -0.516 -1.140 0.720
N -0.359 -0.085 -0.062
H -1.435 -1.517 0.740
H 0.257 -1.375 1.256
H -0.323 0.171 -1.930
*
```



The molecule C4H8N4 in a non-equilibrium geometry. Source: the Open Molecules 2025 dataset; level of theory: ωB97M-V/def2-TZVPD.

HOMO energy   -8.7035 eV
E_LUMO   0.07 eV
Gap between HOMO and LUMO   8.78 eV
Strongest force on any atom   8.1 eV/Å
SMILES   [H]/N=C(N)/C=C\N/C=N/[H]

```
! wB97M-V def2-TZVPD RIJCOSX def2/J DEFGRID3
* xyz 0 1
N 1.547 1.336 0.561
N -1.109 1.293 -0.373
N -2.924 -0.253 0.014
N 1.656 -0.757 -0.584
C -1.655 0.087 -0.020
C -0.711 -1.010 0.397
C 2.241 0.337 -0.099
C 0.562 -1.415 0.064
H -1.234 -1.809 0.906
H -1.640 2.038 -0.726
H -0.197 1.500 -0.005
H 2.577 -1.499 -0.777
H 1.029 -2.224 0.600
H 3.559 0.247 -0.163
H -3.478 0.593 -0.094
H 2.572 1.831 0.878
*
```